{
  "formula": "C13H13F3N4O8S",
  "method": "ωB97M-V/def2-TZVPD",
  "total_energy_ha": -2021.59109,
  "max_force_ha_per_bohr": 0.0604,
  "e_above_lowest_kcal_mol": 14.0,
  "e_homo_ev": -8.77,
  "orbital_gap_ev": 6.13,
  "multiplicity": 1,
  "lumo_ha": -0.097,
  "symbols": ["O", "S", "O", "C", "F", "F", "F", "C", "C", "C", "N", "O", "O", "N", "C", "C", "N", "O", "O", "C", "H", "H", "C", "O", "C", "C", "C", "C", "C", "N", "O", "H", "H", "H", "H", "H", "H", "H", "H", "H", "H", "H"],
  "coordinates": [[3.0655, -1.5289, 2.4718], [2.6763, -0.2520, 1.9169], [3.0883, 0.9938, 2.5153], [3.4470, -0.2702, 0.1544], [4.7879, -0.3124, 0.2757], [3.0373, -1.3521, -0.5439], [3.1025, 0.8450, -0.5240], [0.8634, -0.2366, 1.8323], [0.1218, 0.9636, 1.9978], [-1.2200, 0.9035, 1.6072], [-2.0063, 1.9230, 1.0540], [-1.8170, 3.1058, 0.8508], [-3.1198, 1.2763, 0.4668], [-3.0425, -0.0874, 0.5928], [-1.8833, -0.2994, 1.2782], [-1.1397, -1.5306, 1.3174], [-1.7335, -2.8210, 1.0635], [-2.9688, -2.9227, 0.9299], [-0.9697, -3.8140, 1.0157], [0.2362, -1.4624, 1.5841], [0.5520, 1.9043, 2.3315], [0.8413, -2.3677, 1.6018], [1.1023, 5.8746, 4.0771], [0.8619, 4.7436, 4.9357], [-0.1424, 3.9572, 4.5208], [-0.3657, 2.7614, 5.4356], [-0.9119, 3.1235, 6.8453], [-2.0936, 2.1730, 7.0703], [-2.3582, 1.4740, 5.7106], [-1.3179, 1.9205, 4.8444], [-0.7990, 4.1765, 3.5202], [2.0520, 6.2886, 4.4143], [1.1648, 5.5574, 3.0312], [0.2994, 6.6102, 4.1971], [0.6227, 2.2855, 5.5383], [-0.1051, 2.9818, 7.5664], [-1.2428, 4.1708, 6.8536], [-1.8285, 1.4244, 7.8206], [-2.9845, 2.7170, 7.3927], [-2.3465, 0.3812, 5.8472], [-3.3560, 1.7289, 5.3146], [-1.4495, 1.9015, 3.8456]]
}

---

{
  "formula": "C13H13N2",
  "method": "ωB97M-V/def2-TZVPD",
  "total_energy_ha": -612.19128,
  "total_charge": 1,
  "max_force_ha_per_bohr": 0.0875,
  "e_above_lowest_kcal_mol": 143.5,
  "e_homo_ev": [-12.34, -12.06],
  "orbital_gap_ev": [7.07, 6.79],
  "multiplicity": 1,
  "lumo_ha": [-0.194, -0.194],
  "symbols": ["C", "C", "C", "C", "C", "C", "C", "C", "C", "C", "C", "C", "C", "N", "N", "H", "H", "H", "H", "H", "H", "H", "H", "H", "H", "H", "H", "H"],
  "coordinates": [[2.0252, -2.8462, -1.4656], [0.8795, -2.1463, -1.5999], [2.9662, -2.5304, -0.4648], [0.7200, -0.9988, -0.7930], [1.7083, -0.7318, 0.2144], [0.5102, 2.0717, 3.1999], [1.6199, 2.1947, 2.4074], [1.1982, 0.2713, 1.1304], [-0.5508, 1.2314, 2.5413], [-0.4482, -0.1567, -0.9372], [-0.0828, 0.3249, 1.5498], [-0.3676, 1.3476, -1.0253], [-1.7273, -0.6562, -1.3113], [2.7843, -1.4472, 0.3158], [1.8762, 1.4132, 1.3641], [1.9954, -3.7739, -1.9298], [0.3510, -2.3391, -2.5191], [3.9053, -2.9494, -0.2969], [0.3722, 2.4861, 4.1132], [2.3456, 2.9579, 2.5091], [-1.0812, 0.6263, 3.3300], [-1.4283, 1.7658, 2.3624], [-0.7288, 1.6969, -0.1529], [-0.8653, 1.9511, -1.8375], [0.5788, 1.6391, -1.0244], [-2.4663, -0.2031, -0.6920], [-1.9529, -1.6921, -1.2207], [-1.7806, -0.3186, -2.3519]]
}

---

{
  "formula": "C13H13OS",
  "method": "ωB97M-V/def2-TZVPD",
  "total_energy_ha": -976.15621,
  "total_charge": 1,
  "max_force_ha_per_bohr": 0.1015,
  "e_above_lowest_kcal_mol": 54.6,
  "e_homo_ev": [-13.24, -13.24],
  "orbital_gap_ev": [7.53, 7.53],
  "multiplicity": 1,
  "lumo_ha": [-0.210, -0.210],
  "symbols": ["C", "C", "C", "C", "C", "C", "C", "C", "C", "C", "C", "C", "C", "O", "S", "H", "H", "H", "H", "H", "H", "H", "H", "H", "H", "H", "H", "H"],
  "coordinates": [[-2.2889, -0.0631, -3.6390], [3.6696, -0.3831, 1.2711], [-1.5334, -1.0591, -3.1921], [-2.5620, 1.0258, -2.7848], [2.9873, -1.2266, 2.1004], [3.0566, 0.3259, 0.2814], [-1.0911, -1.1338, -1.8524], [-2.0607, 1.0031, -1.4735], [1.6157, -1.4286, 2.0485], [1.6994, 0.2315, 0.1697], [-1.3291, -0.1002, -0.9825], [0.9704, -0.6354, 1.0466], [-1.1008, 1.6084, 2.8647], [-1.5976, 0.3338, 2.2156], [-0.7893, -0.7981, 0.7133], [-2.7936, -0.3008, -4.6325], [4.6982, -0.5306, 1.2680], [-1.3564, -2.0365, -3.7750], [-3.1061, 1.8806, -3.1502], [3.4536, -1.8112, 2.8777], [3.6256, 1.1034, -0.2480], [-0.6773, -2.0876, -1.3570], [-2.2623, 1.9147, -0.8823], [1.0268, -2.1921, 2.6238], [1.1194, 0.8565, -0.5106], [-1.9251, 2.2085, 2.6325], [-0.1121, 1.6444, 2.4974], [-1.3368, 1.6502, 3.8693]]
}

---

{
  "formula": "C13H13PS",
  "method": "ωB97M-V/def2-TZVPD",
  "total_energy_ha": -1242.63978,
  "max_force_ha_per_bohr": 0.0501,
  "e_above_lowest_kcal_mol": 0.6,
  "e_homo_ev": -7.14,
  "orbital_gap_ev": 7.00,
  "multiplicity": 1,
  "lumo_ha": -0.005,
  "symbols": ["C", "C", "C", "C", "C", "C", "C", "C", "C", "C", "C", "C", "C", "P", "S", "H", "H", "H", "H", "H", "H", "H", "H", "H", "H", "H", "H", "H"],
  "coordinates": [[0.8550, -2.0217, -2.3292], [-0.1262, 0.8849, 4.4247], [-0.3547, -1.5422, -2.6717], [1.6458, -1.3300, -1.3534], [-1.0120, 1.7305, 3.7743], [0.4872, -0.1369, 3.7195], [-0.8493, -0.2745, -2.1448], [1.1013, -0.3453, -0.6164], [-1.2880, 1.5429, 2.4367], [0.2296, -0.3171, 2.3725], [-0.2958, 0.0147, -0.7745], [-0.6631, 0.5236, 1.7068], [-1.0487, 0.3634, 0.3231], [-0.4914, 0.7565, -4.1622], [1.5698, 0.6492, -4.3720], [1.2469, -2.9209, -2.7815], [0.0728, 1.0177, 5.4781], [-0.9400, -2.0139, -3.4523], [2.6694, -1.6336, -1.2043], [-1.4955, 2.5312, 4.3161], [1.1659, -0.8079, 4.2263], [-1.9275, -0.1425, -2.1942], [1.6703, 0.1549, 0.1551], [-1.9830, 2.2000, 1.9327], [0.6845, -1.1388, 1.8397], [-2.0774, 0.6533, 0.1197], [-0.4109, 2.0449, -3.6248], [1.5650, -0.4425, -5.1442]]
}

---

{
  "formula": "C13H14AsN5O7STi",
  "method": "ωB97M-V/def2-TZVPD",
  "total_energy_ha": -4787.25576,
  "total_charge": 2,
  "max_force_ha_per_bohr": 0.0244,
  "e_above_lowest_kcal_mol": 9.1,
  "e_homo_ev": -16.25,
  "orbital_gap_ev": 7.68,
  "multiplicity": 1,
  "lumo_ha": -0.315,
  "symbols": ["Ti", "N", "C", "N", "C", "N", "C", "C", "N", "C", "C", "N", "H", "H", "H", "H", "H", "O", "As", "O", "O", "C", "C", "C", "C", "C", "C", "S", "O", "O", "O", "H", "H", "H", "H", "H", "C", "O", "H", "H", "H", "H"],
  "coordinates": [[0.4942, 0.3498, 0.2564], [-3.3652, 1.3823, 1.6969], [-2.0559, 1.5258, 1.8294], [-1.4743, 0.9249, 0.7937], [-2.5239, 0.3992, 0.0761], [-3.6828, 0.6578, 0.6047], [-2.2050, -0.3787, -1.1134], [-3.1238, -0.9302, -1.9947], [-2.7188, -1.6274, -3.0485], [-1.4176, -1.7814, -3.2310], [-0.4800, -1.2351, -2.3546], [-0.8816, -0.5333, -1.2964], [-4.1001, 1.7330, 2.2981], [-1.5613, 2.0561, 2.6278], [-4.1885, -0.8010, -1.8439], [-1.0952, -2.3578, -4.0889], [0.5834, -1.3690, -2.5047], [3.4833, 1.6471, 0.3274], [2.8786, 1.5004, 1.9755], [3.2793, 2.7072, 2.9368], [1.1410, 1.4375, 1.5056], [3.2647, -0.2653, 2.6573], [4.1084, -0.1823, 3.7556], [4.5687, -1.3332, 4.3984], [4.1894, -2.5809, 3.9457], [3.3324, -2.6854, 2.8528], [2.8765, -1.5436, 2.2186], [1.7411, -1.8304, 0.9151], [1.7515, -3.1626, 0.4643], [2.0278, -0.7561, -0.1500], [0.3825, -1.2839, 1.3311], [4.2312, 2.2652, 0.3114], [4.4159, 0.7919, 4.1171], [5.2291, -1.2345, 5.2489], [4.5481, -3.4781, 4.4301], [3.0252, -3.6577, 2.4904], [0.5831, 3.0152, -1.3702], [1.0651, 1.6361, -1.2752], [0.8611, 3.4076, -2.3440], [1.0101, 3.6092, -0.5645], [-0.4991, 2.9746, -1.2844], [2.0374, 1.6376, -1.3310]]
}

---

{
  "formula": "C13H14BI2N8O4SeSn",
  "method": "ωB97M-V/def2-TZVPD",
  "total_energy_ha": -4478.75123,
  "s_squared": 0.765,
  "max_force_ha_per_bohr": 0.0235,
  "e_above_lowest_kcal_mol": 4.8,
  "e_homo_ev": [-8.16, -8.63],
  "orbital_gap_ev": [7.57, 7.71],
  "multiplicity": 2,
  "lumo_ha": [-0.021, -0.034],
  "symbols": ["Sn", "C", "C", "N", "N", "C", "B", "N", "C", "C", "C", "N", "N", "C", "C", "C", "N", "N", "C", "C", "C", "N", "H", "H", "H", "H", "H", "H", "H", "H", "H", "H", "H", "H", "I", "C", "I", "H", "H", "O", "Se", "O", "O", "O"],
  "coordinates": [[0.3453, -0.1880, -0.2073], [0.3018, -0.4304, 4.2529], [0.2791, -0.9843, 2.9784], [-0.0975, -0.0710, 2.0875], [-0.3104, 1.0843, 2.7616], [-0.0717, 0.8864, 4.0708], [-0.7452, 2.3561, 1.9834], [0.4605, 2.8031, 1.1115], [1.1801, 3.9747, 1.2127], [2.2770, 3.9191, 0.4412], [2.2803, 2.5673, -0.2013], [1.0581, 1.9520, 0.2828], [-1.9189, 1.9567, 1.0673], [-3.2407, 2.0605, 1.3025], [-3.9122, 1.5249, 0.2220], [-2.8957, 1.0907, -0.6348], [-1.7026, 1.3505, -0.1125], [-1.1497, 3.5351, 2.8536], [-1.9006, 4.5960, 2.4495], [-1.8616, 5.5461, 3.4363], [-1.0355, 4.9807, 4.4252], [-0.6064, 3.7870, 4.0637], [0.5517, -0.9164, 5.1786], [0.5242, -1.9883, 2.6739], [-0.1678, 1.6979, 4.7653], [0.8371, 4.7698, 1.8541], [3.0603, 4.6457, 0.3208], [2.2396, 2.6149, -1.2983], [-3.6157, 2.4980, 2.2120], [-4.9753, 1.4527, 0.0755], [-2.9653, 0.6049, -1.5947], [-2.4011, 4.6016, 1.4957], [-2.3545, 6.5023, 3.4480], [-0.7391, 5.3938, 5.3755], [-2.6066, -2.5777, 0.2279], [-1.1583, -4.1227, -0.0416], [0.8951, -3.4460, -0.1383], [-1.3951, -4.6317, -0.9663], [-1.2406, -4.7914, 0.8044], [4.8993, -0.3349, -0.4266], [3.4107, 0.1425, -0.3171], [2.5216, 0.1308, -1.6579], [2.5140, -0.5897, 0.8192], [3.4460, 1.8286, 0.1704]]
}